Density functional theory data (ωB97M-V with the def2-TZVPD basis set) for 2 unconnected molecules or ions with the total composition C6H11ClO at a distorted geometry.

Element x y z (Å)
C  -1.16  -1.98  -0.04
H  0.45  2.41  0.81
H  0.82  0.87  -2.81
H  -1.31  -2.72  2.68
H  2.46  1.03  -2.04
C  1.46  0.67  -2.04
H  -0.90  -0.17  -0.94
H  2.22  2.17  0.11
C  -1.01  -1.77  2.41
C  1.16  2.09  0.10
H  -1.28  1.22  0.20
C  -0.78  0.89  -0.77
H  1.39  -0.44  -1.83
C  0.63  1.37  -0.87
H  -1.64  -0.97  3.00
H  0.01  -1.49  2.46
Cl  0.39  -2.92  0.08
H  -1.32  1.29  -1.58
O  -1.58  -1.56  1.08

The value obtained for the HOMO-LUMO gap is 9.630 eV. The HOMO energy comes out at -8.974 eV. The multiplicity is 1.

Density functional theory data (ωB97M-V with the def2-TZVPD basis set) for C6H11ClO2S in the gas phase at a distorted geometry.

Element x y z (Å)
H  0.91  1.24  1.82
C  1.13  -0.13  0.17
H  3.14  -1.82  -0.92
C  0.43  0.37  1.44
O  0.21  -1.36  -2.00
C  -0.69  0.94  0.59
H  -2.77  0.59  0.81
C  -0.52  2.32  0.11
Cl  2.15  0.92  -0.70
H  -2.38  0.60  -0.90
C  -1.92  0.26  0.11
H  0.18  2.37  -0.85
H  0.06  -0.32  2.22
C  2.20  -2.48  -0.86
H  2.23  -2.94  0.11
O  -0.30  -2.44  0.14
S  0.62  -1.60  -0.61
H  2.04  -3.19  -1.64
H  -2.02  -0.76  0.14
H  -1.49  2.61  -0.36
H  -0.26  3.03  0.76

The value obtained for the HOMO-LUMO gap (spin up / spin down) is 8.204 / 8.206 eV. The HOMO energy (spin up / spin down) comes out at -8.199 / -8.200 eV. The multiplicity is 1.

Density functional theory data (ωB97M-V with the def2-TZVPD basis set) for C6H11F in the gas phase at a distorted geometry.

Element x y z (Å)
F  0.08  -0.31  -2.46
H  -2.45  -0.85  -0.32
H  2.22  0.28  -0.51
C  -1.38  -0.79  -0.58
C  1.60  -0.39  0.10
H  -1.49  0.89  0.89
H  -1.71  0.55  -2.20
H  -0.94  -1.77  -0.36
H  0.10  1.34  2.69
H  1.25  -1.23  -0.56
H  1.76  0.81  2.47
C  0.87  1.18  1.93
H  1.15  2.18  1.63
C  0.50  0.34  0.79
H  -1.75  -1.16  -2.72
C  -0.79  0.22  0.38
H  2.24  -0.85  0.85
C  -1.27  -0.44  -2.06

The value obtained for the HOMO-LUMO gap is 9.864 eV. The SMILES is CC(C)=CCCF. The HOMO energy comes out at -8.808 eV. The multiplicity is 1.

no.,M (g mol⁻¹),DFT total energy (a.u.)
1,134.61,-770.48845
2,182.67,-1243.92771
3,102.15,-335.04941